Here is C21H45N2P3S2V as an isolated structure in a non-equilibrium geometry from OMol25. Energies are from ωB97M-V with the def2-TZVPD basis set.

- multiplicity = 3
- <S²> = 2.427
- LUMO (alpha / beta) (eV) = -9.097 / -8.258
- total charge = +3
- HOMO-LUMO gap (alpha / beta) (eV) = 7.385 / 8.166
- strongest force on any atom (eV/A) = 3.250
- highest occupied orbital energy (alpha / beta) (Eh) = -0.606 / -0.604
- E_tot (a.u.) = -3700.1237

The geometry in XYZ format:
```
74
Properties=species:S:1:pos:R:3:mulliken_charge:R:1
V -0.854 -1.665 -1.071 0.01
P -0.862 -2.135 1.305 1.52
P -0.682 0.904 -0.017 0.92
P 4.394 0.093 -0.795 1.25
H 1.315 -2.069 -4.085 0.34
C 1.647 -2.118 -3.046 -0.77
C 0.755 -2.631 -1.948 -1.45
H -0.131 -3.176 -2.315 0.94
C -2.124 -3.393 1.739 -1.42
C -0.639 -1.208 2.887 -1.32
C 0.656 -3.155 1.276 -1.56
C -0.481 2.228 -1.268 -1.33
C -1.962 1.755 1.018 -1.04
C 0.802 1.380 1.002 -0.65
C 5.632 -0.826 -1.680 -1.16
C 4.192 -0.400 0.926 -1.01
C 4.521 1.880 -0.936 -1.26
H 2.703 -2.386 -3.068 0.44
H 1.388 -3.107 -1.214 0.58
H -2.772 -3.568 0.872 0.41
H -2.734 -3.043 2.580 0.45
H -1.600 -4.319 2.003 0.44
H -1.385 -0.403 2.981 0.32
H 0.371 -0.770 2.941 0.35
H -0.761 -1.915 3.729 0.47
H 0.660 -3.798 0.384 0.48
H 0.664 -3.783 2.176 0.57
H 1.545 -2.506 1.266 0.10
H -0.439 3.203 -0.764 0.61
H -1.321 2.201 -1.966 0.33
H 0.436 2.080 -1.845 0.24
H -1.806 2.842 0.952 0.54
H -1.893 1.452 2.072 0.46
H -2.968 1.515 0.650 -0.09
H 0.663 2.410 1.373 0.47
H 1.705 1.335 0.378 -0.25
H 0.917 0.707 1.860 0.16
H 6.641 -0.468 -1.462 0.44
H 5.427 -0.729 -2.756 0.40
H 5.550 -1.890 -1.430 0.39
H 5.147 -0.267 1.466 0.44
H 3.907 -1.460 0.998 0.32
H 3.418 0.195 1.436 0.32
H 5.569 2.175 -1.052 0.44
H 4.072 2.383 -0.073 0.40
H 3.945 2.189 -1.819 0.40
C 0.027 -0.183 -3.338 0.26
C 0.330 0.743 -4.325 -0.62
C -0.691 1.200 -5.139 -0.58
C -1.992 0.647 -5.030 -0.84
C -2.242 -0.377 -4.112 -0.82
C -1.193 -0.866 -3.290 0.92
S 1.354 -0.484 -2.215 0.09
H 3.242 -0.189 -1.620 -0.36
H 1.367 1.114 -4.395 0.42
H -0.439 1.981 -5.871 0.45
H -2.786 1.022 -5.695 0.46
H -3.213 -0.886 -4.040 0.89
H -1.281 -1.910 -2.899 -0.30
S -3.290 -1.969 -1.097 -0.65
C -4.320 -0.607 -0.610 0.50
N -4.534 -0.353 0.698 0.03
C -5.587 0.508 1.233 -0.54
C -6.544 0.931 0.149 -0.69
C -5.783 1.332 -1.102 -0.62
N -4.887 0.227 -1.509 0.00
H -4.021 -0.965 1.330 0.01
H -5.110 1.363 1.722 0.33
H -6.081 -0.056 2.018 0.41
H -7.177 1.745 0.508 0.39
H -7.233 0.120 -0.096 0.32
H -5.179 2.236 -0.934 0.27
H -6.454 1.527 -1.942 0.45
H -4.604 0.128 -2.483 0.20
```


Here is an isolated ion of composition C16H13F4 and charge +1 in a non-equilibrium geometry from OMol25. Energies are from ωB97M-V with the def2-TZVPD basis set.

- LUMO (eV) = -7.107
- total charge = +1
- HOMO-LUMO gap (eV) = 5.500
- strongest force on any atom (eV/A) = 5.518
- highest occupied orbital energy (Eh) = -0.463
- E_tot (a.u.) = -1016.5570

The geometry in XYZ format:
```
33
Properties=species:S:1:pos:R:3:nbo_charge:R:1
C 0.887 -2.716 -2.127 -0.77
C 0.146 -2.570 -0.841 0.45
C -0.594 -1.399 -0.353 -0.60
H 1.477 -3.645 -2.157 0.27
H 0.303 -2.741 -3.063 0.33
H 1.593 -1.882 -2.210 0.30
H 0.104 -3.481 -0.230 0.22
H -1.593 -1.712 0.145 0.34
H -0.733 -0.703 -1.222 0.28
F 3.076 1.797 -2.154 -0.31
C 2.820 1.146 -0.975 0.45
C 3.839 0.395 -0.390 -0.36
C 3.483 -0.335 0.743 0.44
F 4.432 -1.135 1.330 -0.31
C 2.189 -0.383 1.263 -0.32
C 1.178 0.260 0.499 0.03
C -0.290 -0.300 0.675 -0.18
C -1.392 0.848 0.904 0.02
C -2.317 0.637 1.967 -0.30
C -3.564 1.263 1.832 0.44
F -4.546 0.908 2.723 -0.31
C -3.878 2.152 0.812 -0.34
C -2.841 2.477 -0.055 0.45
F -3.105 3.292 -1.124 -0.31
C -1.552 1.927 0.012 -0.31
C 1.497 1.168 -0.523 -0.31
H 4.826 0.332 -0.830 0.27
H 1.930 -1.065 2.104 0.25
H -0.267 -0.802 1.685 0.23
H -2.139 -0.129 2.752 0.25
H -4.885 2.538 0.672 0.27
H -0.793 2.180 -0.750 0.23
H 0.707 1.676 -1.116 0.23
```


Here is a 2-piece molecular cluster, C4H10O2S overall in a non-equilibrium geometry from OMol25. Energies are from ωB97M-V with the def2-TZVPD basis set.

- LUMO (eV) = 0.571
- SMILES = CC(=O)O.CCS
- HOMO-LUMO gap (eV) = 9.855
- strongest force on any atom (eV/A) = 3.543
- highest occupied orbital energy (Eh) = -0.341
- E_tot (a.u.) = -707.0593

The geometry in XYZ format:
```
17
Properties=species:S:1:pos:R:3:nbo_charge:R:1
C 1.788 1.041 -2.167 -0.63
C 0.614 0.356 -1.425 -0.48
S -0.189 -0.813 -2.686 -0.09
H 1.362 1.653 -2.989 0.22
H 2.402 0.208 -2.478 0.21
H 2.410 1.686 -1.534 0.22
H 1.072 -0.247 -0.592 0.20
H -0.096 1.100 -1.049 0.22
H -1.399 -1.118 -2.096 0.13
O -2.070 0.753 2.437 -0.60
C -1.441 -0.314 2.407 0.78
O -1.633 -1.279 3.362 -0.67
C -0.330 -0.464 1.411 -0.72
H -2.359 -1.007 3.874 0.49
H 0.491 -1.226 1.778 0.23
H 0.137 0.479 1.275 0.24
H -0.757 -0.808 0.473 0.25
```


Here is C57H40N5O4Sc as an isolated structure in a non-equilibrium geometry from OMol25. Energies are from ωB97M-V with the def2-TZVPD basis set.

- LUMO (alpha / beta) (eV) = 3.297 / 3.299
- total charge = -2
- HOMO-LUMO gap (alpha / beta) (eV) = 3.470 / 3.509
- strongest force on any atom (eV/A) = 1.836
- highest occupied orbital energy (alpha / beta) (Eh) = -0.006 / -0.008
- E_tot (a.u.) = -3531.7096

The geometry in XYZ format:
```
107
Properties=species:S:1:pos:R:3:mulliken_charge:R:1
Sc 0.447 -0.263 -0.953 0.51
C 4.030 4.447 -6.032 -0.35
C 2.928 4.778 -5.254 -0.85
C 2.450 3.895 -4.302 -0.17
C 3.052 2.646 -4.113 -0.08
C 4.174 2.336 -4.886 -0.32
C 4.655 3.224 -5.836 -0.75
C 2.504 1.702 -3.117 1.44
C 2.247 0.399 -3.483 0.21
C 2.356 -0.146 -4.809 -1.08
C 2.124 -1.476 -4.713 -1.40
C 1.860 -1.769 -3.322 0.68
C 1.657 -3.054 -2.780 0.72
C 1.819 -4.240 -3.648 -0.22
C 0.796 -5.196 -3.730 -0.28
C 0.912 -6.309 -4.547 -0.79
C 2.051 -6.503 -5.317 -0.37
C 3.076 -5.570 -5.247 -0.73
C 2.965 -4.462 -4.421 -0.29
C 1.259 -3.283 -1.445 0.26
N 0.703 -2.371 -0.606 0.46
C 0.343 -3.051 0.551 0.26
C -0.475 -2.540 1.538 0.72
C -1.037 -3.458 2.547 -0.10
C -1.620 -4.683 2.202 -0.48
C -2.096 -5.546 3.177 -0.79
C -2.016 -5.205 4.519 -0.42
C -1.482 -3.971 4.873 -0.74
C -1.014 -3.103 3.904 -0.13
C -0.877 -1.155 1.676 0.43
C -2.116 -0.896 2.196 -1.27
C -2.522 0.386 2.674 -1.32
C -0.287 1.091 1.663 0.57
N 0.011 -0.114 1.286 -0.98
C 0.471 2.365 1.350 2.50
C 1.471 2.427 0.226 -0.41
C 2.380 3.470 0.048 -1.37
C 2.874 3.343 -1.244 -1.16
C 2.271 2.209 -1.800 -0.37
N 1.415 1.642 -0.875 0.41
C 1.132 2.817 2.660 -0.67
C 1.101 4.163 3.007 0.17
C 1.710 4.601 4.172 -0.93
C 2.344 3.694 5.011 -0.45
C 2.358 2.347 4.680 -1.01
C 1.754 1.911 3.509 0.21
C 0.832 -4.402 0.466 -1.51
C 1.373 -4.550 -0.768 -1.36
N 1.886 -0.614 -2.602 -0.27
H 4.399 5.133 -6.785 0.37
H 2.437 5.733 -5.401 0.37
H 1.589 4.148 -3.698 0.50
H 4.680 1.395 -4.716 0.49
H 5.528 2.966 -6.425 0.35
H 2.556 0.422 -5.702 0.59
H 2.105 -2.193 -5.516 0.57
H -0.108 -5.036 -3.157 0.51
H 0.098 -7.023 -4.602 0.36
H 2.136 -7.368 -5.964 0.37
H 3.971 -5.711 -5.843 0.35
H 3.785 -3.758 -4.355 0.47
H -1.727 -4.937 1.156 0.53
H -2.545 -6.489 2.885 0.37
H -2.382 -5.884 5.279 0.36
H -1.431 -3.684 5.916 0.43
H -0.620 -2.131 4.180 0.39
H -2.850 -1.696 2.213 0.30
H -3.583 0.609 2.516 0.87
H 2.624 4.235 0.765 0.54
H 3.610 3.968 -1.726 0.53
H 0.561 4.845 2.364 0.33
H 1.673 5.652 4.432 0.35
H 2.810 4.037 5.928 0.36
H 2.830 1.631 5.342 0.37
H 1.754 0.857 3.256 0.34
H 0.787 -5.140 1.249 0.62
H 1.843 -5.432 -1.171 0.57
O -3.102 -0.733 -3.066 -0.75
C -2.392 -0.187 -2.237 0.03
O -1.144 -0.457 -2.034 -0.42
C -2.981 0.904 -1.357 0.54
C -4.310 1.261 -1.527 -0.85
C -4.848 2.221 -0.682 -0.40
C -4.041 2.763 0.302 -1.13
C -2.717 2.343 0.404 -0.44
N -2.191 1.437 -0.427 0.39
C -1.871 2.895 1.592 1.47
O -2.409 3.877 2.216 -1.01
O -0.561 3.262 0.974 -0.70
H -4.881 0.779 -2.308 0.48
H -5.884 2.527 -0.780 0.40
H -4.384 3.507 1.007 0.43
C -2.482 0.897 6.100 -2.15
C -2.460 1.865 4.907 2.65
C -3.916 2.319 4.660 -1.94
C -1.602 3.082 5.255 -1.69
C -1.810 1.126 3.759 -0.73
C -1.467 1.538 2.402 2.00
H -2.961 1.370 6.968 0.46
H -1.465 0.606 6.371 0.41
H -3.042 -0.005 5.838 0.29
H -4.303 2.858 5.536 0.51
H -4.563 1.452 4.482 0.30
H -3.933 2.982 3.797 0.25
H -1.967 3.566 6.170 0.56
H -1.650 3.791 4.429 0.20
H -0.562 2.783 5.408 0.12
```


Here is one molecule with the formula C2H5ClS in a non-equilibrium geometry from OMol25. Energies are from ωB97M-V with the def2-TZVPD basis set.

- LUMO (eV) = -0.381
- HOMO-LUMO gap (eV) = 7.987
- strongest force on any atom (eV/A) = 9.222
- highest occupied orbital energy (Eh) = -0.308
- E_tot (a.u.) = -937.3855

The geometry in XYZ format:
```
9
Properties=species:S:1:pos:R:3:nbo_charge:R:1
C 2.208 -0.185 -0.940 -0.58
C -1.826 0.203 0.940 -0.72
H 2.622 -0.638 -0.097 0.18
H 2.790 -0.375 -1.861 0.20
H -2.899 0.390 1.167 0.25
H -0.952 -0.767 0.941 0.23
H -1.185 0.882 1.485 0.23
S 0.563 -0.366 -1.227 0.10
Cl -1.321 0.854 -0.407 0.11
```


Here is C29H38InNO2P2Si as an isolated structure in a non-equilibrium geometry from OMol25. Energies are from ωB97M-V with the def2-TZVPD basis set.

- LUMO (alpha / beta) (eV) = -8.126 / -8.126
- total charge = +2
- HOMO-LUMO gap (alpha / beta) (eV) = 4.725 / 4.724
- strongest force on any atom (eV/A) = 3.356
- highest occupied orbital energy (alpha / beta) (Eh) = -0.472 / -0.472
- E_tot (a.u.) = -2494.6537

The geometry in XYZ format:
```
74
Properties=species:S:1:pos:R:3:mulliken_charge:R:1
In -0.448 0.120 -0.010 0.86
P -0.271 2.645 0.325 0.61
C 1.036 2.953 -0.882 -0.76
C 2.112 2.001 -1.104 0.78
N 2.016 0.706 -0.604 0.06
C 2.908 -0.198 -0.937 0.61
C 4.056 0.174 -1.648 -0.73
C 4.207 1.458 -2.154 -0.61
C 3.192 2.361 -1.934 -0.97
C 2.708 -1.676 -0.537 -1.07
P 0.945 -2.234 -0.671 0.65
H 3.154 3.347 -2.399 0.43
H 4.826 -0.612 -1.848 0.41
H 5.071 1.748 -2.732 0.47
H 3.330 -2.337 -1.172 0.52
H 2.991 -1.837 0.512 0.45
H -1.458 1.992 -5.108 0.29
H 1.139 3.906 -1.367 0.51
H -2.887 -2.245 -2.044 0.19
O -1.168 1.192 -5.479 -0.61
H -1.980 0.666 -5.627 0.33
H -0.141 1.820 -1.222 0.04
O -3.540 -1.837 -1.492 -0.81
H -3.214 -1.664 -0.084 0.10
C 0.817 -2.589 -2.460 -1.34
H 1.787 -2.939 -2.845 0.43
H 0.037 -3.347 -2.630 0.40
H 0.517 -1.670 -2.992 0.38
C 0.879 -3.894 0.128 -1.07
H -0.172 -4.091 0.405 0.21
H 1.218 -4.682 -0.554 0.53
H 1.476 -3.921 1.051 0.34
C 0.179 3.141 1.991 -0.96
H 0.137 4.220 2.183 0.53
H -0.499 2.655 2.698 0.21
H 1.207 2.825 2.244 0.36
C -1.838 3.438 -0.164 -1.15
H -2.644 3.071 0.497 0.32
H -1.805 4.537 -0.094 0.43
H -2.089 3.151 -1.192 0.38
C -4.182 -4.545 1.126 -0.56
C -4.350 -3.302 0.607 -0.72
C -3.434 -2.184 1.012 -0.24
C -2.248 -2.545 1.878 0.85
C -2.330 -3.736 2.562 -0.22
C -3.191 -4.778 2.130 -0.57
Si -1.186 -1.097 2.390 -0.97
C -2.106 0.015 3.644 0.42
C -2.709 1.232 3.278 -0.12
C -3.319 2.055 4.236 -0.44
C -3.370 1.672 5.579 -0.59
C -2.804 0.448 5.949 -0.61
C -2.163 -0.359 4.999 -0.25
C 0.459 -1.527 3.229 1.05
C 1.260 -0.471 3.706 -0.52
C 2.483 -0.722 4.331 -0.58
C 2.925 -2.027 4.537 -0.68
C 2.143 -3.085 4.064 -0.61
C 0.920 -2.842 3.431 -0.54
H -4.813 -5.361 0.804 0.46
H -5.139 -3.017 -0.067 0.46
H -4.084 -1.635 1.718 0.38
H -1.766 -3.897 3.490 0.49
H -3.118 -5.756 2.572 0.50
H -2.701 1.571 2.231 0.30
H -3.749 3.014 3.936 0.40
H -3.829 2.320 6.322 0.41
H -2.850 0.133 6.998 0.41
H -1.687 -1.284 5.345 0.34
H 0.924 0.568 3.603 0.28
H 3.117 0.114 4.638 0.44
H 3.886 -2.219 5.017 0.40
H 2.518 -4.108 4.155 0.43
H 0.328 -3.690 3.081 0.42
```